A) {"formula": "CH3NO2S", "method": "ωB97M-V/def2-TZVPD", "elements": ["C", "N", "O", "O", "S", "H", "H", "H"], "positions_angstrom": [[0.67817, 0.36257, -0.43827], [0.30580, 0.53652, 0.88592], [-1.37908, -1.42536, 0.14558], [-1.96933, 0.96573, -0.23402], [-0.98669, -0.07470, -0.06667], [1.37175, 1.03618, -0.97051], [1.27233, -1.43328, -1.03439], [0.70705, 0.03234, 1.71236]], "e_lumo_ev": [-0.661, -0.661], "e_homo_ev": [-9.67, -9.68], "homo_lumo_gap_ev": [9.011, 9.014]}

=====

B) {"formula": "CH3NO2S", "method": "ωB97M-V/def2-TZVPD", "elements": ["C", "N", "O", "O", "S", "H", "H", "H"], "positions_angstrom": [[0.24711, 0.10856, -0.14196], [1.14437, -1.10128, 2.27034], [1.70686, -1.92259, 2.89986], [1.86490, -1.73339, -1.16294], [1.86638, -0.75720, -0.01392], [-0.37716, 0.37523, 0.74816], [-0.37810, -0.57211, -0.74997], [0.51879, 1.00715, -0.68042]], "e_lumo_ev": [-1.145, -1.128], "e_homo_ev": [-8.02, -8.02], "homo_lumo_gap_ev": [6.876, 6.893]}

=====

C) {"formula": "CH3NO2S", "method": "ωB97M-V/def2-TZVPD", "elements": ["C", "N", "O", "O", "S", "H", "H", "H"], "positions_angstrom": [[0.09891, 0.63105, -0.27095], [0.83869, -1.41510, 0.07328], [1.30241, -0.04627, -0.11378], [-2.47863, 0.54043, 0.30699], [-1.40409, -0.38558, -0.25959], [-0.11893, 1.21582, 0.62624], [0.28488, 1.35076, -1.07079], [1.47676, -1.89110, 0.70860]], "e_lumo_ev": [-0.943, -0.968], "e_homo_ev": [-9.01, -10.10], "homo_lumo_gap_ev": [8.062, 9.132]}

=====

D) {"formula": "CH3NO2S", "method": "ωB97M-V/def2-TZVPD", "elements": ["O", "S", "O", "C", "N", "H", "H", "H"], "positions_angstrom": [[1.44040, -1.28367, 0.16137], [0.96477, 0.06019, 0.09189], [1.89788, 1.09700, 0.09125], [-0.72119, 0.14090, 0.51068], [-0.41640, 0.36030, -1.02391], [-1.18386, 0.96896, 1.00194], [-1.12942, -0.87646, 0.56609], [-0.85219, -0.46722, -1.39931]], "e_lumo_ev": 0.447, "e_homo_ev": -10.54, "homo_lumo_gap_ev": 10.985}

=====

Most stable to least stable, the ends of the list are D) and A).

=====

A) {"formula": "CH3NO2S", "method": "ωB97M-V/def2-TZVPD", "elements": ["C", "N", "O", "O", "S", "H", "H", "H"], "positions_angstrom": [[0.11805, 0.44738, -0.06959], [0.29614, 0.66641, 1.35846], [1.03535, -0.08364, 1.96250], [-0.33426, 1.60213, 1.80411], [1.24892, -0.57175, -0.87519], [-1.65198, -0.02601, 0.09455], [-0.44468, 1.26139, -0.56431], [1.71212, -1.23682, 0.10284]], "e_lumo_ev": [-1.336, -1.340], "e_homo_ev": [-9.50, -9.50], "homo_lumo_gap_ev": [8.163, 8.164]}

=====

B) {"formula": "CH3NO2S", "method": "ωB97M-V/def2-TZVPD", "elements": ["O", "N", "O", "H", "C", "S", "H", "H"], "positions_angstrom": [[1.16261, 0.76791, -0.41978], [1.72618, -0.11200, 0.10026], [3.12033, -0.02983, -0.04648], [3.49732, -0.56205, 0.70394], [-2.17512, 0.05139, -0.08272], [-3.55381, -0.90146, -0.24739], [-1.76383, 0.10392, 0.94369], [-2.01369, 0.68212, -0.95152]], "e_lumo_ev": [-0.554, -0.555], "e_homo_ev": [-8.84, -8.84], "homo_lumo_gap_ev": [8.286, 8.286]}

=====

Most stable to least stable, the ends of the list are B) and A).